Computed, not measured: a structure of composition C28H52N15OPSi2, with ωB97M-V with the def2-TZVPD basis set.

XYZ file:
```
99
Properties=species:S:1:pos:R:3
C -0.525 -1.779 0.823
C -0.782 -0.284 1.105
N -1.989 0.265 0.476
Si -1.922 0.337 -1.264
O -0.379 -0.003 -1.844
Si 0.306 1.046 -2.976
P 1.526 2.568 -1.897
N 2.092 3.595 -2.980
H -1.501 -2.252 0.777
H 0.053 -1.897 -0.088
H -0.014 -2.188 1.687
H 0.099 0.318 0.899
H -0.937 -0.214 2.183
H -2.831 -0.261 0.730
H -2.817 -0.715 -1.807
H -2.433 1.646 -1.729
H 1.202 0.257 -3.845
H -0.658 1.763 -3.818
H 0.668 3.207 -0.966
H 2.562 1.871 -1.199
H 1.737 4.513 -2.742
C 0.908 -2.897 -3.384
C 0.965 -4.208 -2.732
N 0.993 -5.226 -2.216
H 0.414 -2.181 -2.727
H 1.915 -2.547 -3.600
H 0.345 -2.975 -4.311
C -1.515 -4.902 2.910
C -1.328 -3.625 3.601
N -1.166 -2.608 4.087
H -0.574 -5.446 2.877
H -2.253 -5.504 3.434
H -1.859 -4.721 1.897
C 4.479 4.599 0.495
C 3.181 5.009 -0.032
N 2.168 5.284 -0.481
H 4.347 4.078 1.442
H 4.961 3.935 -0.211
H 5.110 5.469 0.651
C -6.127 -0.519 2.233
C -4.987 -1.186 1.608
N -4.092 -1.692 1.108
H -6.470 0.291 1.596
H -6.951 -1.228 2.388
H -5.827 -0.114 3.193
C -2.951 -4.095 -3.921
C -2.144 -3.459 -4.963
N -1.523 -2.962 -5.776
H -3.930 -3.622 -3.876
H -3.073 -5.153 -4.146
H -2.458 -3.989 -2.956
C 6.386 7.352 -2.666
C 6.404 6.020 -2.070
N 6.425 4.980 -1.598
H 6.033 8.073 -1.936
H 7.391 7.625 -2.983
H 5.727 7.361 -3.533
C 3.186 0.667 1.756
C 4.533 1.153 1.445
N 5.583 1.532 1.203
H 3.242 -0.122 2.503
H 2.579 1.484 2.144
H 2.720 0.273 0.855
C 5.943 3.251 -4.974
C 6.417 4.548 -5.457
N 6.782 5.573 -5.805
H 6.248 2.467 -5.664
H 6.366 3.052 -3.991
H 4.857 3.264 -4.898
C -0.112 -7.702 -0.333
C -1.308 -7.290 0.405
N -2.240 -6.958 0.975
H 0.628 -8.098 0.359
H -0.374 -8.472 -1.056
H 0.310 -6.847 -0.859
C 9.079 8.022 0.825
C 7.763 8.499 0.401
N 6.735 8.866 0.065
H 8.988 7.481 1.764
H 9.490 7.357 0.068
H 9.750 8.868 0.962
C -3.615 -9.010 4.095
C -2.280 -8.620 4.567
N -1.248 -8.331 4.952
H -4.324 -8.207 4.284
H -3.586 -9.214 3.027
H -3.941 -9.904 4.623
C -4.352 3.029 3.400
C -5.738 2.558 3.410
N -6.819 2.192 3.411
H -3.681 2.195 3.195
H -4.227 3.785 2.628
H -4.104 3.459 4.368
C -10.629 0.035 2.672
C -9.577 -0.962 2.865
N -8.751 -1.736 3.010
H -11.378 -0.350 1.984
H -11.099 0.260 3.626
H -10.197 0.946 2.262
```

Multiplicity   1
Orbital gap   8.49 eV

Atom charges from the Mulliken analysis, given in e for atoms 1 to 6:
1. C -0.7794
2. C -0.2613
3. N -0.0580
4. Si 0.3454
5. O -0.2107
6. Si 0.2151

Computed, not measured: a structure of composition C28H52OP2Pm, with ωB97M-V with the def2-TZVPD basis set.

XYZ file:
```
84
Properties=species:S:1:pos:R:3
Pm -1.606 0.590 -0.488
C -0.144 0.305 1.808
C 0.668 0.642 0.672
C -0.622 2.469 1.217
C -0.963 1.422 2.107
C 0.398 2.002 0.340
C 0.074 -0.865 2.680
H 1.110 -1.229 2.611
H -0.583 -1.681 2.369
H -0.129 -0.647 3.742
C -1.903 1.528 3.249
H -1.498 1.089 4.174
H -2.837 1.005 3.004
H -2.146 2.570 3.498
C -1.068 3.882 1.333
H -1.374 4.093 2.367
H -1.912 4.095 0.656
H -0.256 4.584 1.080
C 1.100 2.817 -0.676
H 1.881 3.419 -0.188
H 0.427 3.523 -1.185
H 1.591 2.188 -1.429
C 1.710 -0.216 0.070
H 2.712 0.200 0.248
H 1.606 -0.333 -1.017
H 1.683 -1.223 0.496
C 0.550 -3.598 -2.163
C 1.558 -3.385 -1.287
C 3.011 -3.389 -1.718
C 3.255 -2.920 -3.178
C 3.056 -1.432 -3.310
C 1.920 -0.829 -3.692
C 0.525 -1.224 -3.246
C 0.216 -2.728 -3.345
H 3.389 -4.426 -1.622
H 2.640 -3.531 -3.860
H 3.618 -2.756 -1.056
H 0.679 -3.101 -4.263
H -0.168 -4.434 -2.003
H 1.408 -3.607 -0.222
H -0.864 -2.853 -3.511
H 0.322 -0.884 -2.210
H 1.964 0.132 -4.220
H -0.211 -0.661 -3.850
H 4.309 -3.143 -3.435
H 3.935 -0.821 -3.013
P -1.084 -1.209 -6.261
P -1.221 1.880 -6.454
C -1.445 -0.520 -7.981
C -1.934 0.926 -7.911
H -2.182 -1.167 -8.484
H -0.524 -0.584 -8.578
H -1.744 1.471 -8.851
H -3.019 0.943 -7.731
C -1.751 3.522 -7.115
H -1.262 4.320 -6.545
H -2.833 3.619 -6.963
H -1.537 3.650 -8.186
C 0.559 1.967 -6.990
H 0.695 2.050 -8.077
H 1.110 1.092 -6.627
H 0.999 2.850 -6.509
C -2.627 -2.169 -5.974
H -2.665 -2.373 -4.895
H -2.656 -3.123 -6.520
H -3.500 -1.558 -6.239
C 0.079 -2.560 -6.787
H 0.270 -2.517 -7.877
H -0.300 -3.562 -6.511
H 1.036 -2.375 -6.266
C -2.268 -3.135 0.957
C -3.203 -1.963 1.236
C -4.565 -2.216 0.594
C -3.402 -1.768 2.735
O -2.667 -0.790 0.646
H -2.767 -4.064 1.268
H -1.333 -3.039 1.516
H -2.028 -3.194 -0.111
H -4.914 -3.222 0.878
H -5.297 -1.483 0.958
H -4.514 -2.164 -0.503
H -2.446 -1.648 3.257
H -4.029 -0.891 2.937
H -3.904 -2.661 3.139
```

Multiplicity   5
Relative energy (zero: lowest compared OMol25 entry of this formula, charge and spin)   0.612 eV
Orbital gap (spin up / spin down)   6.21 / 6.31 eV
Net charge   +1

Atom charges from the Mulliken analysis, given in e for atoms 1 to 6:
1. Pm 1.3278
2. C 1.0018
3. C 0.7411
4. C 0.4395
5. C 0.3851
6. C 0.3984

Computed, not measured: a cluster of 2 separate species, C28H53F3N3O9P in total, with ωB97M-V with the def2-TZVPD basis set.

XYZ file:
```
97
Properties=species:S:1:pos:R:3
C 2.359 3.816 2.307
C 2.292 2.295 2.536
C 1.071 1.816 3.354
C 0.156 0.818 2.612
C 0.168 -0.588 3.216
C -0.674 -1.566 2.405
C 0.002 -1.882 1.054
C -0.617 -1.123 -0.131
C 0.510 -0.951 -1.132
N 0.061 -0.381 -2.447
C 0.537 -1.134 -3.489
N -0.287 -1.630 -4.418
N 1.853 -1.424 -3.596
C 2.776 -0.310 -3.254
P 4.127 -0.754 -2.087
O 5.323 -0.009 -2.463
O 4.282 -2.341 -2.152
O 3.586 -0.434 -0.621
C 2.083 1.033 -2.858
C 0.541 1.032 -2.578
C -0.200 1.721 -3.738
C -1.705 1.646 -3.622
O -2.364 2.496 -3.128
O -2.284 0.540 -4.220
C -3.252 -0.144 -3.485
C -4.160 -0.951 -4.366
O -3.289 -0.100 -2.304
O 0.212 1.616 -1.371
C 0.703 2.941 -1.104
C -0.375 3.867 -0.508
C -0.862 4.932 -1.507
C -1.489 3.054 0.158
C -2.606 3.847 0.858
C -3.732 4.297 -0.090
C -2.076 5.030 1.676
H 3.374 4.192 2.433
H 2.023 4.108 1.309
H 1.722 4.337 3.024
H 3.195 2.010 3.081
H 2.330 1.757 1.584
H 1.414 1.331 4.270
H 0.475 2.680 3.656
H 0.426 0.793 1.549
H -0.877 1.181 2.667
H 1.201 -0.951 3.239
H -0.207 -0.522 4.239
H -0.803 -2.492 2.957
H -1.644 -1.103 2.192
H -0.011 -2.954 0.854
H 1.059 -1.591 1.130
H -1.050 -0.168 0.161
H -1.386 -1.748 -0.593
H 1.316 -0.368 -0.697
H 0.904 -1.959 -1.311
H -1.126 -2.111 -4.124
H -0.175 -1.444 -5.402
H 2.099 -2.336 -3.224
H 3.346 -0.107 -4.162
H 3.767 -2.809 -1.479
H 4.331 -0.240 -0.029
H 2.624 1.459 -2.016
H 2.245 1.730 -3.681
H 0.139 1.335 -4.704
H 0.026 2.788 -3.721
H -4.089 -0.648 -5.408
H -5.176 -0.802 -4.007
H -3.905 -2.008 -4.279
H 1.125 3.399 -2.002
H 1.516 2.834 -0.377
H 0.140 4.399 0.297
H -1.832 4.691 -1.938
H -0.935 5.911 -1.034
H -0.162 5.055 -2.340
H -1.023 2.437 0.933
H -1.945 2.364 -0.554
H -3.070 3.168 1.579
H -4.696 4.322 0.417
H -3.792 3.648 -0.966
H -3.545 5.306 -0.468
H -1.122 4.787 2.152
H -2.780 5.317 2.458
H -1.920 5.909 1.045
C -0.443 -7.815 2.404
C -0.178 -7.854 3.907
O 0.947 -7.138 4.352
C 0.778 -5.692 4.579
O -0.286 -5.324 5.205
C 0.903 -4.921 3.228
F 1.811 -5.428 2.340
F 1.328 -3.646 3.460
F -0.248 -4.793 2.530
H 0.493 -7.913 1.850
H -1.105 -8.640 2.127
H -0.927 -6.890 2.097
H 0.031 -8.894 4.177
H -1.068 -7.550 4.469
H 1.767 -5.464 5.055
```

Multiplicity   1
Orbital gap   2.44 eV

Atom charges from the Mulliken analysis, given in e for atoms 1 to 6:
1. C -1.0829
2. C 0.3038
3. C -1.2544
4. C 1.5516
5. C -1.4014
6. C -1.3197